#P
Entry from the Open Molecules 2025 dataset: a single C5H11N3 molecule (ωB97M-V with the def2-TZVPD basis set).

As for the structure (SMILES): C=NN(C)C[C@@H]1CN1. The total charge is 0.

Last column: Löwdin charge in e.
Geometry (Å):
C (0.687, 0.450, 2.385)  -0.039
N (0.695, 0.123, 1.197)  -0.085
N (-0.473, 0.205, 0.363)  -0.166
C (-1.615, 1.217, 0.670)  -0.037
C (0.336, 0.675, -0.714)  -0.298
C (0.955, -0.474, -1.380)  -0.357
C (0.083, -1.725, -1.665)  -0.166
N (1.440, -1.803, -0.786)  -0.001
H (1.340, -0.094, 3.079)  0.082
H (-0.099, 0.922, 2.920)  0.056
H (-1.276, 2.327, 0.711)  0.108
H (-2.412, 0.916, 1.263)  0.034
H (-2.009, 1.203, -0.481)  0.118
H (1.289, 1.258, -0.322)  0.161
H (-0.403, 1.095, -1.390)  0.105
H (1.035, -0.321, -2.576)  0.165
H (-0.144, -2.310, -2.731)  0.136
H (-0.668, -1.980, -0.854)  0.079
H (1.241, -1.685, 0.310)  0.106

---

#Q
Entry from the Open Molecules 2025 dataset: a single C5H11N3 molecule (ωB97M-V with the def2-TZVPD basis set).

As for the structure (SMILES): N[C@@H]1CN[C@@H]2C[C@@]12N. The total charge is 0.

Last column: Löwdin charge in e.
Geometry (Å):
N (0.148, -1.482, -1.625)  0.018
C (0.566, -0.805, -0.436)  -0.294
C (-0.254, -1.174, 0.917)  -0.147
N (-0.641, 0.102, 1.513)  -0.042
C (0.435, 1.031, 0.970)  -0.252
C (0.431, 2.130, 0.056)  -0.021
C (0.136, 0.704, -0.498)  -0.348
N (-1.270, 0.692, -0.896)  0.086
H (0.459, -0.980, -2.408)  0.059
H (0.489, -2.455, -1.727)  0.096
H (1.604, -1.093, -0.182)  0.130
H (0.295, -1.779, 1.596)  0.094
H (-1.106, -1.749, 0.612)  0.099
H (-0.471, 0.195, 2.498)  0.102
H (1.422, 0.789, 1.384)  0.145
H (1.332, 2.736, -0.168)  0.109
H (-0.508, 2.724, 0.009)  0.121
H (-1.494, 0.338, -0.034)  -0.001
H (-1.573, 0.076, -1.581)  0.046

---

#R
Entry from the Open Molecules 2025 dataset: 2 unconnected molecules or ions with the total composition C5H11N3 (ωB97M-V with the def2-TZVPD basis set).

As for the structure (SMILES): CN=C=NC.C=NC. The total charge is 0.

Last column: Löwdin charge in e.
Geometry (Å):
C (-0.581, 1.871, 1.876)  -0.110
N (-0.048, 0.919, 0.983)  0.024
C (0.992, 0.443, 0.623)  -0.254
N (1.867, -0.321, 0.284)  0.025
C (2.803, -0.380, -0.785)  -0.139
H (-1.372, 2.408, 1.352)  0.076
H (0.168, 2.586, 2.236)  0.080
H (-1.020, 1.356, 2.734)  0.080
H (3.690, 0.216, -0.553)  0.075
H (2.384, -0.026, -1.733)  0.074
H (3.109, -1.422, -0.900)  0.071
C (-1.731, -1.510, 0.385)  -0.096
N (-1.819, -0.457, -0.285)  -0.106
C (-1.350, -0.440, -1.646)  -0.144
H (-2.104, -1.500, 1.400)  0.060
H (-1.288, -2.451, 0.040)  0.078
H (-1.480, 0.569, -2.037)  0.068
H (-1.924, -1.137, -2.262)  0.078
H (-0.296, -0.721, -1.708)  0.062

---

#R comes first in stability; the runner-up is 0.0943 hartree higher.

---

#P
Entry from the Open Molecules 2025 dataset: 3 unconnected molecules or ions with the total composition C8H14 (ωB97M-V with the def2-TZVPD basis set).

The total charge is 0.

Last column: Löwdin charge in e.
Geometry (Å):
C (-0.406, -0.857, 0.437)  -0.388
C (-1.817, -0.802, 0.935)  -0.062
C (0.671, -0.997, 1.468)  -0.055
C (-0.103, -1.287, -0.877)  -0.093
C (-0.207, 1.527, 0.263)  -0.134
C (-1.181, 2.010, -0.509)  -0.034
H (-0.161, 1.785, 1.315)  0.074
H (-0.943, -1.377, -1.560)  0.090
H (-1.940, -0.072, 1.734)  0.083
H (-2.059, -1.788, 1.354)  0.100
H (-2.524, -0.596, 0.136)  0.085
H (0.488, -0.365, 2.336)  0.084
H (1.644, -0.751, 1.037)  0.087
H (0.701, -2.039, 1.807)  0.103
H (0.817, -0.447, -1.331)  0.051
H (0.556, -2.154, -0.929)  0.108
H (-1.216, 1.780, -1.568)  0.063
H (-1.966, 2.653, -0.131)  0.053
C (1.928, 0.564, -1.472)  -0.159
C (3.010, 0.889, -1.912)  -0.045
H (3.965, 1.191, -2.263)  -0.013
H (0.743, 1.131, -0.271)  0.003

---

#Q
Entry from the Open Molecules 2025 dataset: a single C8H14 molecule (ωB97M-V with the def2-TZVPD basis set).

The total charge is 0.

Last column: Löwdin charge in e.
Geometry (Å):
C (2.741, -0.686, -0.429)  -0.085
C (1.446, 0.114, -1.132)  -0.275
C (0.902, 1.108, -0.267)  -0.031
C (-0.227, 0.670, 0.664)  -0.431
C (-1.114, -0.459, 0.030)  -0.064
C (-2.212, -0.096, -0.596)  -0.269
C (-3.515, -0.510, -0.862)  0.010
C (0.127, 0.345, 2.102)  -0.093
H (3.341, -1.325, -1.150)  0.068
H (2.482, -1.363, 0.446)  0.063
H (3.354, 0.167, -0.078)  0.054
H (0.870, -0.707, -1.452)  0.059
H (1.934, 0.426, -2.104)  0.117
H (-1.032, 1.445, 0.634)  0.137
H (0.822, 2.156, -0.508)  0.092
H (-0.649, -1.472, 0.114)  0.139
H (-1.786, 0.804, -0.985)  0.107
H (-4.157, 0.007, -1.677)  0.068
H (-3.965, -1.415, -0.284)  0.071
H (-0.791, 0.167, 2.795)  0.103
H (0.764, -0.608, 2.318)  0.099
H (0.664, 1.230, 2.423)  0.062

---

#P comes first in stability; the runner-up is 0.0207 hartree higher.

---

#P
Entry from the Open Molecules 2025 dataset: a single C6H12O2 molecule (ωB97M-V with the def2-TZVPD basis set).

As for the structure (SMILES): CC(C)CCC(=O)O. The total charge is 0.

Last column: Löwdin charge in e.
Geometry (Å):
C (1.228, 0.621, 1.286)  -0.125
C (-0.161, 0.324, 0.853)  -0.410
C (-1.222, 0.219, 2.016)  -0.072
C (-0.079, -0.983, -0.105)  -0.120
C (-0.735, -0.578, -1.447)  -0.097
C (0.142, -0.008, -2.540)  -0.556
O (-0.228, 0.753, -3.391)  0.100
O (1.428, -0.333, -2.488)  0.092
H (1.285, 1.144, 2.330)  0.108
H (1.810, -0.242, 1.452)  0.044
H (1.866, 1.203, 0.552)  0.097
H (-0.448, 1.265, 0.408)  0.110
H (-1.415, -0.852, 2.295)  0.077
H (-2.181, 0.855, 1.717)  0.114
H (-0.956, 0.613, 2.960)  0.031
H (0.983, -1.185, -0.307)  0.104
H (-0.604, -1.694, 0.425)  0.071
H (-1.120, -1.584, -1.882)  0.153
H (-1.606, 0.093, -1.286)  0.131
H (2.015, 0.369, -2.849)  0.148

---

#Q
Entry from the Open Molecules 2025 dataset: a molecular structure, C6H12O2 (ωB97M-V with the def2-TZVPD basis set).

The total charge is 0.

Last column: Löwdin charge in e.
Geometry (Å):
C (-2.765, -0.231, 0.254)  -0.137
C (-1.670, -1.273, 0.418)  -0.243
C (3.210, -0.719, 0.074)  0.074
C (1.960, 0.037, -0.142)  -0.311
O (1.812, 1.360, -0.810)  -0.052
C (0.802, -0.810, 0.047)  -0.086
C (-0.494, -0.663, -0.277)  -0.093
H (-2.504, 0.819, 0.445)  0.066
H (-3.113, -0.185, -0.802)  0.083
H (-3.671, -0.375, 0.917)  0.086
H (-1.986, -2.158, -0.183)  0.121
H (-1.507, -1.583, 1.468)  0.119
H (4.191, -0.321, -0.123)  0.042
H (3.178, -1.277, 1.034)  0.073
H (2.724, 1.147, -0.187)  0.164
H (0.964, -1.621, 0.713)  0.102
H (-0.815, -0.093, -1.131)  0.111
H (0.549, 2.060, -0.550)  0.007
H (-0.508, 3.326, -0.882)  0.032
O (-0.357, 2.560, -0.284)  -0.157

---

#R
Entry from the Open Molecules 2025 dataset: 2 unconnected molecules or ions with the total composition C6H12O2 (ωB97M-V with the def2-TZVPD basis set).

As for the structure (SMILES): C=CCCCC=O.O. The total charge is 0.

Last column: Löwdin charge in e.
Geometry (Å):
C (-0.635, 2.514, -1.415)  -0.002
C (-0.514, 1.242, -1.075)  -0.194
C (-1.381, 0.515, -0.078)  -0.208
C (-0.738, 0.457, 1.317)  -0.195
C (0.597, -0.281, 1.288)  -0.165
C (0.549, -1.711, 1.760)  -0.269
O (1.540, -2.292, 2.119)  0.046
H (-1.355, 3.215, -1.002)  0.057
H (0.091, 3.013, -2.052)  0.051
H (0.229, 0.665, -1.598)  0.086
H (-1.383, -0.513, -0.451)  0.103
H (-2.433, 0.798, -0.124)  0.111
H (-0.589, 1.473, 1.679)  0.110
H (-1.407, -0.038, 2.004)  0.100
H (1.356, 0.285, 1.827)  0.126
H (1.093, -0.433, 0.353)  0.095
H (-0.436, -2.214, 1.695)  0.126
O (1.720, -1.924, -1.923)  -0.047
H (1.259, -2.758, -1.785)  0.041
H (2.438, -2.013, -2.539)  0.028

---

#P comes first in stability; the runner-up is 0.0186 hartree higher.

---

#P
Entry from the Open Molecules 2025 dataset: a single C3H8NOP molecule (ωB97M-V with the def2-TZVPD basis set).

As for the structure (SMILES): CC=[PH2]C(N)=O. The total charge is 0.

Last column: Löwdin charge in e.
Geometry (Å):
C (-0.056, -2.194, -0.578)  -0.257
C (-0.632, -0.956, -1.242)  -0.487
P (-0.842, 0.378, -0.186)  0.893
C (0.016, 1.814, 1.091)  -0.656
N (1.379, 1.844, 0.986)  0.097
O (-0.543, 2.589, 1.760)  0.038
H (-0.543, -2.631, 0.320)  0.065
H (-0.086, -3.048, -1.370)  0.091
H (0.985, -2.011, -0.408)  0.030
H (-0.228, -0.714, -2.290)  0.053
H (-1.641, -0.281, 0.740)  -0.005
H (-1.558, 1.379, -0.776)  -0.022
H (1.901, 1.121, 0.638)  0.037
H (1.847, 2.710, 1.315)  0.123

---

#Q
Entry from the Open Molecules 2025 dataset: a molecular structure, C3H8NOP (ωB97M-V with the def2-TZVPD basis set).

The total charge is 0.

Last column: Löwdin charge in e.
Geometry (Å):
C (2.303, 0.160, 0.428)  -0.081
C (-1.871, 0.378, 0.026)  -0.312
C (1.773, 1.225, -0.117)  -0.108
N (-1.720, -0.452, 1.107)  -0.375
O (-0.951, -1.989, -0.763)  -0.329
P (-1.112, -1.813, 0.877)  0.822
H (2.185, 0.010, 1.486)  0.049
H (-0.380, -2.487, -1.234)  -0.026
H (2.648, -0.489, -0.402)  0.068
H (-2.103, 0.024, -1.036)  0.089
H (-2.816, 0.946, 0.256)  0.083
H (-1.013, 1.010, 0.076)  0.040
H (1.230, 2.096, 0.394)  0.087
H (1.826, 1.380, -1.099)  -0.005

---

#Q comes first in stability; the runner-up is 0.0263 hartree higher.